No. 1
Entry from OMol25: a 11-piece molecular cluster, C69H169N11O21 overall (wB97M-V/def2-TZVPD).

Results
**LUMO energy**: 0.1 eV
**Energy**: -4911.90153 hartree
**Structure (SMILES)**: CC1(C)CCCC(C)(C)N1O.COCCNCCOC.COCCNCCOC.COCCNCCOC.COCCNCCOC.COCCNCCOC.COCCNCCOC.COCCNCCOC.COCCNCCOC.COCCNCCOC.COCCNCCOC
**HOMO**: -7.925 eV

CARTESIAN COORDINATES (ANGSTROEM)
1 C -8.647 17.681 2.083
2 C -7.690 17.438 0.918
3 C -6.513 16.552 1.406
4 C -8.533 16.625 -0.099
5 C -7.911 16.714 -1.483
6 C -7.736 18.176 -1.917
7 C -6.938 19.025 -0.946
8 C -5.437 18.693 -1.088
9 C -7.182 20.511 -1.400
10 N -7.388 18.789 0.428
11 O -6.866 19.707 1.338
12 H -8.079 18.018 2.949
13 H -9.460 18.384 1.900
14 H -9.045 16.762 2.515
15 H -5.911 17.103 2.129
16 H -6.861 15.620 1.852
17 H -5.833 16.301 0.592
18 H -8.395 15.582 0.186
19 H -9.576 16.940 -0.115
20 H -6.903 16.303 -1.436
21 H -8.440 16.065 -2.180
22 H -8.690 18.682 -2.066
23 H -7.211 18.134 -2.872
24 H -5.259 17.619 -1.127
25 H -4.827 19.096 -0.279
26 H -5.087 19.130 -2.023
27 H -6.858 20.754 -2.412
28 H -6.756 21.289 -0.767
29 H -8.255 20.657 -1.525
30 H -7.313 20.543 1.184
31 C -4.525 28.802 2.859
32 O -4.162 27.559 2.255
33 C -4.930 26.477 2.709
34 C -6.409 26.524 2.349
35 N -7.118 25.419 2.920
36 C -8.517 25.799 3.148
37 C -9.378 24.630 3.641
38 O -10.668 24.926 4.284
39 C -10.581 25.723 5.402
40 H -4.734 28.781 3.929
41 H -5.382 29.178 2.301
42 H -3.731 29.520 2.655
43 H -4.677 26.431 3.769
44 H -4.441 25.611 2.265
45 H -6.645 26.556 1.285
46 H -6.775 27.468 2.752
47 H -6.604 25.266 3.776
48 H -8.979 26.256 2.274
49 H -8.484 26.461 4.014
50 H -8.814 23.986 4.316
51 H -9.620 24.002 2.783
52 H -11.507 25.719 5.977
53 H -10.557 26.719 4.959
54 H -9.698 25.551 6.017
55 C 1.526 16.661 4.717
56 O 2.269 15.661 5.267
57 C 3.596 16.058 5.688
58 C 4.574 14.926 5.896
59 N 4.853 14.222 4.654
60 C 5.778 13.145 4.772
61 C 5.054 11.800 5.035
62 O 6.055 10.846 5.408
63 C 5.564 9.539 5.492
64 H 0.493 16.313 4.718
65 H 1.817 16.964 3.711
66 H 1.624 17.580 5.295
67 H 3.595 16.738 6.541
68 H 4.038 16.625 4.869
69 H 4.244 14.251 6.685
70 H 5.505 15.387 6.228
71 H 3.964 13.875 4.322
72 H 6.536 13.380 5.520
73 H 6.284 13.021 3.815
74 H 4.520 11.401 4.173
75 H 4.393 11.869 5.899
76 H 6.255 8.841 5.965
77 H 5.361 9.263 4.458
78 H 4.595 9.516 5.990
79 C -4.499 23.877 9.288
80 O -3.886 23.761 8.010
81 C -4.141 22.466 7.486
82 C -3.390 21.371 8.316
83 N -1.968 21.617 8.483
84 C -1.300 20.627 9.324
85 C 0.117 21.078 9.584
86 O 0.143 22.121 10.560
87 C 1.503 22.552 10.663
88 H -5.550 23.589 9.322
89 H -4.475 24.931 9.564
90 H -3.942 23.315 10.038
91 H -3.723 22.482 6.479
92 H -5.217 22.315 7.568
93 H -3.366 20.449 7.735
94 H -3.954 21.144 9.220
95 H -1.763 22.526 8.873
96 H -1.223 19.653 8.840
97 H -1.828 20.497 10.269
98 H 0.525 21.477 8.656
99 H 0.667 20.210 9.946
100 H 1.631 23.345 11.400
101 H 1.859 23.092 9.786
102 H 2.163 21.699 10.826
103 C -1.777 24.370 16.008
104 O -2.054 24.951 14.728
105 C -1.568 26.311 14.620
106 C -1.525 26.935 13.206
107 N -0.759 28.217 13.265
108 C -0.597 29.056 12.055
109 C -1.969 29.412 11.519
110 O -1.913 30.422 10.493
111 C -3.150 30.571 9.771
112 H -2.097 25.173 16.673
113 H -0.692 24.311 16.087
114 H -2.480 23.550 16.152
115 H -0.584 26.327 15.089
116 H -2.158 27.018 15.202
117 H -2.553 27.092 12.878
118 H -1.028 26.247 12.521
119 H 0.098 28.157 13.797
120 H 0.035 28.598 11.294
121 H -0.095 30.007 12.236
122 H -2.566 29.813 12.338
123 H -2.552 28.603 11.080
124 H -3.963 30.927 10.404
125 H -3.545 29.699 9.249
126 H -2.957 31.332 9.016
127 C 0.673 15.902 15.000
128 O -0.059 14.736 14.785
129 C -0.725 14.520 13.555
130 C -1.869 15.487 13.363
131 N -2.551 15.454 12.026
132 C -3.250 14.213 11.567
133 C -3.974 14.441 10.253
134 O -4.919 15.517 10.360
135 C -5.509 15.867 9.157
136 H 1.427 15.772 15.776
137 H -0.002 16.728 15.226
138 H 1.204 16.134 14.077
139 H -1.178 13.542 13.719
140 H -0.075 14.424 12.686
141 H -1.504 16.509 13.475
142 H -2.613 15.383 14.153
143 H -3.152 16.248 11.855
144 H -3.982 13.960 12.334
145 H -2.520 13.405 11.613
146 H -4.475 13.574 9.821
147 H -3.238 14.669 9.483
148 H -5.970 15.000 8.683
149 H -4.810 16.364 8.485
150 H -6.353 16.495 9.445
151 C 9.175 19.845 6.764
152 O 8.158 20.605 7.519
153 C 7.752 21.808 6.875
154 C 8.703 23.067 6.887
155 N 8.956 23.624 8.250
156 C 9.427 22.641 9.251
157 C 9.889 23.362 10.577
158 O 10.090 22.555 11.690
159 C 9.033 21.566 11.847
160 H 9.828 20.489 6.174
161 H 8.683 19.190 6.045
162 H 9.769 19.208 7.419
163 H 6.845 22.125 7.391
164 H 7.496 21.622 5.832
165 H 8.182 23.862 6.355
166 H 9.575 22.900 6.255
167 H 9.685 24.303 8.087
168 H 10.209 21.990 8.861
169 H 8.597 21.957 9.433
170 H 9.067 24.036 10.820
171 H 10.807 23.950 10.593
172 H 9.303 20.791 11.130
173 H 8.054 21.957 11.568
174 H 8.875 21.201 12.862
175 C -10.101 23.085 15.798
176 O -10.352 24.204 15.020
177 C -10.360 24.112 13.617
178 C -11.803 23.786 13.072
179 N -12.803 24.932 13.210
180 C -14.087 24.811 12.518
181 C -15.189 24.101 13.287
182 O -15.617 24.920 14.353
183 C -16.292 26.107 14.091
184 H -9.992 23.456 16.817
185 H -9.108 22.736 15.514
186 H -10.916 22.388 15.605
187 H -9.589 23.444 13.231
188 H -10.089 25.085 13.208
189 H -12.164 22.903 13.600
190 H -11.729 23.503 12.022
191 H -12.981 24.886 14.204
192 H -13.933 24.114 11.694
193 H -14.475 25.731 12.080
194 H -14.831 23.150 13.682
195 H -16.125 23.816 12.807
196 H -17.374 25.983 14.044
197 H -15.985 26.499 13.122
198 H -15.996 26.791 14.886
199 C 7.386 31.636 10.967
200 O 7.081 30.254 10.798
201 C 5.704 29.919 10.569
202 C 5.586 28.475 10.081
203 N 6.195 28.266 8.829
204 C 5.333 28.610 7.664
205 C 4.145 27.748 7.190
206 O 3.091 27.851 8.109
207 C 2.005 27.010 7.754
208 H 6.585 32.151 11.497
209 H 7.358 32.021 9.947
210 H 8.382 31.860 11.349
211 H 5.312 30.606 9.819
212 H 5.137 30.036 11.492
213 H 4.533 28.218 9.969
214 H 6.088 27.768 10.742
215 H 6.641 27.384 8.618
216 H 6.047 28.665 6.842
217 H 5.031 29.657 7.670
218 H 4.422 26.696 7.257
219 H 3.797 28.064 6.207
220 H 1.331 26.813 8.588
221 H 2.292 26.030 7.375
222 H 1.474 27.511 6.945
223 C -2.950 34.332 14.389
224 O -2.421 34.274 15.719
225 C -1.644 33.111 15.989
226 C -0.232 33.405 15.409
227 N 0.710 32.288 15.539
228 C 1.000 31.946 16.915
229 C 2.186 31.057 16.939
230 O 2.085 29.871 16.116
231 C 3.248 29.051 16.051
232 H -2.313 34.887 13.700
233 H -3.840 34.960 14.430
234 H -3.186 33.416 13.848
235 H -2.168 32.203 15.690
236 H -1.628 33.163 17.077
237 H 0.063 34.367 15.829
238 H -0.398 33.569 14.344
239 H 0.332 31.479 15.067
240 H 0.128 31.553 17.438
241 H 1.201 32.863 17.468
242 H 2.335 30.719 17.964
243 H 2.999 31.658 16.532
244 H 3.229 28.405 15.173
245 H 3.121 28.586 17.028
246 H 4.144 29.662 16.164
247 C 1.463 23.653 1.753
248 O 2.005 24.780 1.068
249 C 1.127 25.744 0.428
250 C 0.318 25.148 -0.699
251 N -0.524 26.225 -1.303
252 C -1.511 25.623 -2.184
253 C -2.511 26.684 -2.763
254 O -2.164 27.191 -4.018
255 C -0.946 28.037 -4.072
256 H 0.427 23.803 2.054
257 H 1.940 23.440 2.710
258 H 1.483 22.759 1.130
259 H 1.913 26.377 0.018
260 H 0.553 26.239 1.211
261 H -0.222 24.244 -0.419
262 H 1.008 24.871 -1.496
263 H -1.027 26.643 -0.534
264 H -2.091 24.855 -1.672
265 H -0.995 25.144 -3.016
266 H -2.683 27.550 -2.124
267 H -3.480 26.185 -2.786
268 H -1.094 28.962 -3.513
269 H -0.680 28.427 -5.054
270 H -0.183 27.378 -3.658

No. 2
Entry from OMol25: a 4-piece molecular cluster, C42H86N3O9P2S overall (wB97M-V/def2-TZVPD).

Results
**LUMO energy (alpha / beta)**: 0.1 / -0.1 eV
**<S²>**: 3.76
**Spin multiplicity**: 4
**Energy**: -3574.02363 hartree
**HOMO (alpha / beta)**: -8.339 / -9.080 eV

CARTESIAN COORDINATES (ANGSTROEM)
1 C 2.042 -1.417 -0.874
2 C 2.573 -0.754 -2.209
3 C 1.575 0.305 -2.773
4 C 0.234 -0.324 -3.333
5 C -1.046 0.232 -2.577
6 C -2.205 0.635 -3.554
7 C -3.613 0.011 -3.255
8 C -4.677 0.858 -4.058
9 O -6.021 0.810 -3.543
10 S -6.389 -0.724 -2.999
11 O -6.077 -1.643 -4.110
12 O -7.808 -0.780 -2.587
13 C -5.368 -0.914 -1.508
14 C -5.276 -2.336 -0.897
15 C -4.737 -3.491 -1.793
16 C -3.192 -3.768 -1.682
17 C -2.320 -3.221 -2.859
18 C -2.784 -3.638 -4.292
19 C -3.957 -0.186 -1.733
20 P -4.137 1.579 -1.023
21 P -3.139 1.731 0.894
22 O -2.995 3.227 1.167
23 O -1.596 1.086 0.943
24 O -4.101 1.140 2.138
25 H 2.826 -2.113 -0.510
26 H 1.094 -1.941 -1.117
27 H 1.878 -0.593 -0.142
28 H 3.536 -0.227 -2.000
29 H 2.788 -1.504 -3.001
30 H 1.371 1.106 -2.025
31 H 2.074 0.788 -3.647
32 H 0.165 -0.184 -4.433
33 H 0.308 -1.426 -3.157
34 H -1.303 -0.540 -1.823
35 H -0.740 1.140 -2.000
36 H -1.911 0.283 -4.572
37 H -2.277 1.744 -3.576
38 H -3.622 -1.004 -3.719
39 H -4.376 1.933 -4.022
40 H -4.673 0.522 -5.114
41 H -5.870 -0.278 -0.735
42 H -6.277 -2.587 -0.472
43 H -4.604 -2.265 -0.005
44 H -5.021 -3.447 -2.863
45 H -5.228 -4.420 -1.409
46 H -3.072 -4.879 -1.693
47 H -2.739 -3.417 -0.724
48 H -1.297 -3.658 -2.721
49 H -2.181 -2.122 -2.806
50 H -3.769 -3.166 -4.527
51 H -2.068 -3.170 -5.015
52 H -2.775 -4.728 -4.484
53 H -3.227 -0.798 -1.168
54 H -3.440 2.436 -1.922
55 H -1.186 1.435 0.139
56 H -4.888 1.703 2.125
57 C -0.708 3.537 4.324
58 C -1.983 4.032 5.054
59 C -2.772 4.996 4.152
60 C -2.162 6.391 4.051
61 C -1.890 6.962 5.439
62 C -1.039 6.025 6.308
63 N -1.593 4.646 6.354
64 O -2.655 4.663 7.136
65 C 0.407 6.009 5.768
66 C -0.900 6.631 7.715
67 C -2.839 2.768 5.233
68 H 0.109 3.355 5.025
69 H -0.878 2.589 3.813
70 H -0.362 4.235 3.561
71 H -3.794 5.102 4.534
72 H -2.865 4.571 3.147
73 H -1.244 6.366 3.458
74 H -2.851 7.049 3.514
75 H -1.393 7.932 5.340
76 H -2.847 7.164 5.933
77 H 1.025 5.301 6.325
78 H 0.863 6.996 5.875
79 H 0.479 5.765 4.711
80 H -1.864 6.807 8.192
81 H -0.393 7.597 7.664
82 H -0.308 5.981 8.364
83 H -2.347 2.038 5.879
84 H -3.010 2.296 4.265
85 H -3.825 2.982 5.648
86 C -0.787 -8.308 0.615
87 C -0.282 -6.844 0.546
88 C 1.207 -6.772 0.931
89 C 1.470 -6.902 2.428
90 C 0.606 -5.921 3.212
91 C -0.886 -6.049 2.879
92 N -1.141 -5.991 1.414
93 O -0.997 -4.739 1.027
94 C -1.428 -7.367 3.470
95 C -1.665 -4.959 3.636
96 C -0.394 -6.465 -0.942
97 H -1.836 -8.356 0.911
98 H -0.730 -8.801 -0.356
99 H -0.204 -8.923 1.302
100 H 1.625 -5.817 0.596
101 H 1.761 -7.550 0.399
102 H 1.289 -7.928 2.762
103 H 2.525 -6.700 2.629
104 H 0.763 -6.079 4.284
105 H 0.950 -4.903 3.005
106 H -2.474 -7.520 3.195
107 H -1.377 -7.344 4.561
108 H -0.866 -8.248 3.169
109 H -1.315 -3.954 3.401
110 H -1.548 -5.088 4.714
111 H -2.732 -5.013 3.411
112 H -1.433 -6.477 -1.277
113 H 0.164 -7.177 -1.553
114 H 0.027 -5.481 -1.155
115 C 8.441 2.525 -3.875
116 C 6.931 2.482 -4.223
117 C 6.454 3.866 -4.702
118 C 6.273 4.884 -3.580
119 C 5.406 4.308 -2.467
120 C 5.929 2.965 -1.942
121 N 6.172 1.990 -3.040
122 O 5.001 1.553 -3.458
123 C 7.223 3.204 -1.136
124 C 4.942 2.413 -0.900
125 C 6.837 1.520 -5.422
126 H 8.684 1.840 -3.060
127 H 9.059 2.211 -4.717
128 H 8.784 3.524 -3.602
129 H 5.496 3.761 -5.221
130 H 7.158 4.263 -5.438
131 H 7.244 5.200 -3.189
132 H 5.802 5.785 -3.981
133 H 5.345 5.030 -1.647
134 H 4.383 4.192 -2.841
135 H 7.658 2.259 -0.803
136 H 7.010 3.799 -0.245
137 H 7.985 3.755 -1.682
138 H 3.934 2.290 -1.300
139 H 4.862 3.097 -0.053
140 H 5.279 1.448 -0.514
141 H 7.145 0.510 -5.143
142 H 7.489 1.860 -6.228
143 H 5.831 1.472 -5.840

In hartree/bohr, the F_max values for the records above are, in order, 0.065 0.095.